{"formula": "C5H10O2", "method": "ωB97M-V/def2-TZVPD", "elements": ["O", "C", "C", "C", "C", "C", "O", "H", "H", "H", "H", "H", "H", "H", "H", "H", "H"], "coordinates": [[2.648, 0.115, -0.559], [1.721, -0.683, 0.127], [0.367, -0.561, -0.581], [-0.864, -0.978, 0.254], [-1.685, 0.322, 0.301], [-0.670, 1.426, 0.090], [0.201, 0.864, -0.885], [2.114, 0.881, -0.834], [1.602, -0.365, 1.180], [2.110, -1.709, 0.143], [0.412, -1.063, -1.555], [-0.581, -1.333, 1.255], [-1.440, -1.779, -0.226], [-2.298, 0.477, 1.192], [-2.326, 0.345, -0.587], [-0.121, 1.739, 0.994], [-1.190, 2.301, -0.310]], "forces_ev_per_angstrom": [[0.11, 0.22, 0.00], [-0.25, -0.17, 0.18], [0.00, 0.18, -0.05], [-0.02, 0.08, 0.01], [-0.18, -0.06, 0.04], [-0.25, -0.03, 0.11], [-0.06, -0.32, 0.04], [0.35, -0.04, -0.03], [0.06, 0.04, -0.16], [-0.29, 0.12, -0.07], [0.00, 0.14, 0.20], [0.04, 0.18, -0.23], [0.24, 0.16, 0.10], [0.06, -0.22, -0.05], [-0.14, -0.03, 0.24], [-0.12, -0.26, -0.14], [0.45, 0.03, -0.18]], "total_energy_ha": -346.9713, "relative_energy_kj_mol": 142.1, "smiles": "OC[C@H]1CCCO1", "fmax_ha_per_bohr": 0.0094, "lumo_ha": 0.0360, "gap_ev": 10.7990, "spin_multiplicity": 1}